The following is a DFT calculation (the ωB97M-V functional and the def2-TZVPD basis) of a single C4H3BrN2O2S molecule.

Properties
Structure (SMILES) ... Nc1c([N+](=O)[O-])csc1Br
ΔE to the lowest compared entry with this formula, charge and spin ... 4.2 kcal per mole
2S+1 ... 1
E ... -3386.2603 Ha

Positions of all 13 atoms, in Å:
N 0.50688 1.52217 1.18757
C 0.04258 0.81740 0.17793
C 0.01961 -0.90014 -0.08793
N 0.81694 -1.81739 0.58525
O 0.31561 -2.90776 0.84696
O 1.99085 -1.56416 0.79269
C -0.61128 -1.21403 -1.23232
S -1.40428 0.16468 -2.05943
C -0.84354 1.27797 -0.78578
Br -1.11631 3.17345 -1.06862
H 0.73675 1.18458 2.09505
H 0.25234 2.50850 1.12854
H -0.70615 -2.24526 -1.57993

Here are the natural (NBO) charges for atoms 1 to 4, given in e: number 1, N, carries -0.80; number 2, C, carries 0.20; number 3, C, carries 0.02; number 4, N, carries 0.48